[1]
ORCA calculation (the ωB97M-V functional and the def2-TZVPD basis) on a 3-piece molecular cluster, C3H11NO4 overall in a non-equilibrium geometry.

XYZ file:
```
19
Properties=species:S:1:pos:R:3
O 0.49 1.06 -0.01
C 0.59 -0.14 0.13
N 1.35 -0.84 -0.76
C 1.35 -2.26 -1.14
O 0.16 -2.54 -1.77
C -0.43 -0.96 0.96
H 2.07 -0.35 -1.36
H 1.40 -3.12 -0.38
H 2.27 -2.25 -1.89
H -0.57 -1.94 -1.92
H 0.20 -1.84 1.39
H -1.14 -1.52 0.17
H -1.02 -0.56 1.80
H 2.14 2.33 -0.34
H 2.88 2.08 0.98
O 3.05 2.00 -0.05
H -6.38 3.35 2.48
H -5.65 2.00 2.00
O -5.54 2.97 2.17
```

Molecular weight: 125.12 g mol⁻¹
Total charge: +1
E_tot: -476.20620 Eh
ΔE to the lowest compared entry with this formula, charge and spin: 320.7 kJ/mol
Multiplicity: 2
Expectation value of S²: 0.756
HOMO-LUMO gap (spin up / spin down): 9.02 / 4.05 eV
Maximum force: 5.36 eV/A

---

[2]
ORCA calculation (the ωB97M-V functional and the def2-TZVPD basis) on a 2-piece molecular cluster, C3H11NOS overall in a non-equilibrium geometry.

XYZ file:
```
17
Properties=species:S:1:pos:R:3
C 0.71 -2.28 1.58
C 0.97 -1.09 0.69
C -0.05 -1.13 -0.51
S 0.03 0.37 -1.57
N 0.91 0.14 1.45
H 0.56 -3.22 1.05
H 1.48 -2.45 2.33
H -0.20 -2.06 2.15
H 1.90 -1.14 0.10
H -1.06 -1.07 -0.11
H 0.12 -2.03 -1.08
H -0.66 1.11 -0.71
H 1.42 0.87 0.97
H -0.04 0.50 1.50
H -1.64 2.76 -0.99
H -2.48 3.59 -0.05
O -2.08 2.70 -0.12
```

Molecular weight: 109.19 g mol⁻¹
Total charge: -1
E_tot: -649.03763 Eh
ΔE to the lowest compared entry with this formula, charge and spin: 10.5 kJ/mol
Multiplicity: 2
Expectation value of S²: 0.750
HOMO-LUMO gap (spin up / spin down): 2.47 / 8.98 eV
Maximum force: 1.90 eV/A

---

[3]
ORCA calculation (the ωB97M-V functional and the def2-TZVPD basis) on a 2-piece molecular cluster, C3H11NOS overall in a non-equilibrium geometry.

XYZ file:
```
17
Properties=species:S:1:pos:R:3
C -1.11 1.29 -0.07
C -1.85 0.40 0.84
S -3.01 -0.68 -0.11
H -0.44 2.08 0.39
H -0.43 0.69 -0.73
H -1.81 1.94 -0.60
H -2.50 1.03 1.47
H -1.05 -0.28 1.24
H -2.98 -0.17 -1.29
N 2.67 0.07 -0.03
C 1.80 -1.18 0.17
O 0.59 -1.41 -0.71
H 1.98 0.77 0.29
H 3.50 0.10 -0.54
H 1.49 -1.16 1.21
H 2.35 -2.14 0.16
H 0.81 -1.37 -1.70
```

Molecular weight: 109.19 g mol⁻¹
E_tot: -649.00523 Eh
ΔE to the lowest compared entry with this formula, charge and spin: 201.6 kJ/mol
Structure (SMILES): CCS.NCO
Multiplicity: 1
HOMO-LUMO gap: 9.62 eV
Maximum force: 5.97 eV/A

---

[4]
ORCA calculation (the ωB97M-V functional and the def2-TZVPD basis) on a 2-piece molecular cluster, C3H11NOS2 overall in a non-equilibrium geometry.

XYZ file:
```
18
Properties=species:S:1:pos:R:3
C -0.11 2.09 1.72
N -0.63 1.48 0.49
C 0.41 0.98 -0.37
C -0.15 0.46 -1.66
S -1.19 -0.99 -1.51
S 0.08 -2.43 -2.22
H -0.93 2.42 2.34
H 0.57 1.37 2.19
H 0.44 2.98 1.43
H -1.24 0.70 0.70
H 0.98 0.14 0.10
H 1.22 1.71 -0.50
H -0.76 1.22 -2.16
H 0.57 0.17 -2.42
H -0.73 -3.09 -3.09
O 0.75 -3.34 1.58
H 0.55 -2.95 2.46
H 0.16 -2.92 0.95
```

Molecular weight: 141.26 g mol⁻¹
E_tot: -1047.24381 Eh
ΔE to the lowest compared entry with this formula, charge and spin: 61.8 kJ/mol
Structure (SMILES): CNCCSS.O
Multiplicity: 1
HOMO-LUMO gap: 9.23 eV
Maximum force: 1.86 eV/A

---

[5]
ORCA calculation (the ωB97M-V functional and the def2-TZVPD basis) on a 3-piece molecular cluster, C3H11NOS2 overall in a non-equilibrium geometry.

XYZ file:
```
18
Properties=species:S:1:pos:R:3
S -2.57 -0.21 2.33
S 2.90 0.21 -0.34
C 1.74 -1.31 0.13
C 0.39 -0.58 0.21
N 0.05 0.38 -0.82
C -1.13 -0.13 -1.65
H 4.14 -0.38 -0.29
H 1.86 -2.08 -0.64
H 2.05 -1.79 1.13
H 0.55 -0.01 1.11
H -0.41 -1.26 0.53
H -0.36 1.15 -0.25
H -0.78 -0.67 -2.55
H -1.61 0.76 -1.97
H -1.77 -0.70 -1.07
H -2.13 2.56 0.82
H -1.62 1.74 2.00
O -1.31 2.34 1.30
```

Molecular weight: 141.26 g mol⁻¹
E_tot: -1047.07113 Eh
ΔE to the lowest compared entry with this formula, charge and spin: 515.2 kJ/mol
Multiplicity: 1
HOMO-LUMO gap: 4.24 eV
Maximum force: 4.12 eV/A

---

[6]
ORCA calculation (the ωB97M-V functional and the def2-TZVPD basis) on a 2-piece molecular cluster, C3H11NOS2 overall in a non-equilibrium geometry.

XYZ file:
```
18
Properties=species:S:1:pos:R:3
S 2.33 0.11 2.30
S 1.40 -0.89 0.76
C 0.97 0.43 -0.40
C -0.03 1.45 0.14
N -1.37 0.93 0.14
C -2.31 1.26 -0.88
H 1.28 0.10 3.13
H 0.62 -0.12 -1.26
H 1.87 0.93 -0.77
H 0.29 1.70 1.15
H -0.09 2.37 -0.46
H -1.83 0.95 1.05
H -3.15 0.57 -0.79
H -2.64 2.29 -0.77
H -1.89 1.07 -1.86
H 1.32 -3.65 -0.29
H 1.94 -5.03 -0.39
O 1.30 -4.46 -0.82
```

Molecular weight: 141.26 g mol⁻¹
Total charge: +1
E_tot: -1046.93741 Eh
ΔE to the lowest compared entry with this formula, charge and spin: 70.5 kJ/mol
Multiplicity: 2
Expectation value of S²: 0.754
HOMO-LUMO gap (spin up / spin down): 9.91 / 4.97 eV
Maximum force: 2.31 eV/A